# 1
19
Properties=species:S:1:pos:R:3:forces:R:3:mulliken_charge:R:1 method="wB97M-V/def2-TZVPD" e_tot_ev=-9830.7098 multiplicity=1 de_lowest_kcal_mol=73.7
C -1.073851 1.217124 -0.187177 -1.2449 -0.6664 -0.7807 -0.187
C -1.129031 0.570443 1.161696 -0.1065 -0.1619 0.0535 -0.683
C 1.589891 -0.489547 -1.133827 -0.1189 0.0915 -0.2022 -1.222
C 1.171343 0.092575 0.180573 -0.6042 -1.9463 1.2589 0.799
N -1.507852 0.516519 -1.194252 0.4548 0.8538 0.8186 -0.367
C -0.294030 -0.695704 0.947314 2.0076 1.8367 -0.7725 -0.341
N 1.998652 0.769054 0.853110 -0.0294 0.7935 -0.2796 -0.824
N -0.945468 -1.590322 0.128259 -0.9319 0.6419 -1.3135 -0.768
H -0.719069 2.237224 -0.299673 0.1580 -0.0387 -0.1451 0.371
H -1.351718 0.904690 -2.117683 -0.0214 0.1846 0.0299 0.252
H -1.409381 -0.742354 -0.849356 0.7878 -1.4741 1.4614 0.459
H 1.621511 1.109728 1.739892 -0.0516 -0.3433 0.0958 0.238
H -0.370438 -2.408222 -0.052332 -0.1604 0.1789 -0.2768 0.234
H -0.704380 1.222254 1.923110 0.0008 -0.0099 -0.0377 0.316
H -2.154737 0.306851 1.441506 0.0454 0.0629 -0.0384 0.383
H 0.186671 -1.076618 1.850983 -0.2155 -0.0013 0.0591 0.423
H 0.726785 -0.669298 -1.774865 0.0389 -0.1040 -0.0081 0.284
H 2.280977 0.180864 -1.644287 0.0692 -0.0467 0.0748 0.381
H 2.084127 -1.455260 -0.972992 -0.0778 0.1489 0.0027 0.252

---

# 2
19
Properties=species:S:1:pos:R:3:forces:R:3:mulliken_charge:R:1 method="wB97M-V/def2-TZVPD" e_tot_ev=-9828.0234 multiplicity=1 de_lowest_kcal_mol=135.7
H -1.067148 -1.650580 -0.889427 -1.5626 1.0624 -1.2317 0.173
N -1.998317 -1.204850 -0.800191 -1.8847 1.1732 0.8951 -0.727
C -1.993145 -0.051687 -0.165574 0.9295 -2.7396 0.1560 0.593
C -3.328112 0.473834 0.437704 -2.0492 -2.0871 -4.3910 -0.809
N -0.722503 0.550089 0.134007 1.4146 -4.2013 0.3919 -0.531
C 0.210823 -0.476176 0.122257 -3.1955 1.3715 -2.0424 0.078
N 1.429400 -0.163478 -0.292128 3.3868 0.1511 1.1869 0.115
C 1.728340 1.241780 -0.498886 0.6147 4.2983 -1.1301 -0.832
C 2.612377 -0.914091 0.437587 0.3945 5.6009 0.7384 -0.760
H -3.334791 0.517081 1.513893 0.2614 0.7589 0.1765 0.301
H -4.072436 -0.578246 0.178854 1.9535 3.5621 0.6584 0.227
H -3.744359 1.423542 -0.238223 1.0202 -2.4097 2.3599 0.229
H -0.046445 -1.683072 -0.156283 1.2936 3.1075 2.4908 0.212
H 1.709934 2.007177 0.495162 -0.1759 -2.4648 -2.4350 0.279
H 1.098579 1.874261 -1.379351 1.1010 -2.3589 2.6362 0.252
H 2.775040 1.332967 -0.931583 -1.0470 -0.3699 0.7952 0.326
H 3.605510 -0.992487 -0.075181 -1.5477 -0.5729 -0.4421 0.280
H 2.983122 0.055933 1.212972 -1.2865 -3.3035 -1.2928 0.257
H 2.154130 -1.761990 0.894389 0.3791 -0.5785 0.4796 0.338

---

# 3
19
Properties=species:S:1:pos:R:3:forces:R:3:mulliken_charge:R:1 method="wB97M-V/def2-TZVPD" e_tot_ev=-9830.6689 multiplicity=1 de_lowest_kcal_mol=74.7
C 1.393008 -0.586419 -0.997016 -1.0931 -0.3570 -0.1536 -1.331
C 1.923122 -0.090346 1.499719 -0.0827 0.1259 0.1579 -1.175
N -0.730435 0.819843 1.644631 0.7352 0.7644 2.1240 -1.152
C -1.297222 0.224163 -0.413213 1.1029 0.6616 -1.8411 0.157
C 1.001728 -0.028938 0.331566 0.1498 0.5710 -0.2893 0.938
N -1.680541 -1.107154 -0.430451 0.3203 -0.1511 0.3673 -0.445
C -1.733241 1.168564 -1.248929 0.1269 -0.0480 0.2703 -0.998
N -0.168252 0.530676 0.478502 -2.4484 -1.8108 0.0781 0.692
H -1.612309 1.317793 1.534725 0.3386 -0.2031 -0.7034 0.244
H -2.468449 -1.307049 -1.024976 -0.0476 0.0786 0.0913 0.219
H -1.725753 -1.564489 0.471110 -0.0268 0.1775 -0.0400 0.247
H 0.910702 -1.577359 -1.173354 0.4141 0.5211 0.1193 0.261
H 1.068609 0.064821 -1.807371 -0.0706 -0.0025 -0.0419 0.355
H 2.454766 -0.678026 -1.061908 0.7191 -0.1838 0.0138 0.406
H 1.376464 0.111538 2.419648 0.0153 -0.0199 -0.0636 0.414
H 2.384288 -1.079307 1.564530 0.0228 0.0548 -0.0834 0.338
H 2.722782 0.654441 1.410373 -0.0118 -0.1067 -0.0276 0.249
H -1.285245 2.149487 -1.256480 0.1232 -0.0314 -0.0032 0.295
H -2.534021 0.977759 -1.941107 -0.2871 -0.0407 0.0252 0.285

---

# 4
19
Properties=species:S:1:pos:R:3:forces:R:3:mulliken_charge:R:1 method="wB97M-V/def2-TZVPD" e_tot_ev=-9826.4591 multiplicity=1 de_lowest_kcal_mol=171.7
C -1.487981 -1.748756 0.559158 0.1860 0.8542 1.5604 -0.765
C -2.352590 -0.683012 0.695685 -2.9115 -4.1765 -0.1640 -0.015
C -2.018324 0.669401 0.466261 -7.2415 3.1449 -1.0927 -0.458
N -0.790383 0.715994 0.104552 12.3007 1.2860 -2.9581 0.159
N -0.281840 1.045019 -1.219614 -1.7963 -0.5220 0.6465 -0.604
C 0.959926 0.929872 -1.449796 2.7946 -0.5026 0.8100 0.015
C 2.082592 0.732123 -0.316033 0.2600 1.2912 -1.4182 -0.414
N 2.228973 -0.731432 0.228944 5.2835 0.5852 -1.0669 -0.702
H -1.862637 -2.701332 0.963398 0.1795 0.2229 -0.7989 0.298
H -0.299134 -1.710823 0.420372 -3.0141 0.0635 0.1642 0.224
H -3.560221 -0.744960 0.764861 2.9584 -0.8429 0.5004 0.216
H -2.692616 1.070464 -0.451090 1.3309 -0.7933 1.8019 0.285
H -2.390304 1.355579 1.323067 0.7148 -0.7867 -0.8365 0.228
H -0.068949 0.062241 0.560088 -1.8427 1.5710 -0.6090 0.194
H 1.642271 1.006400 -2.501002 -3.2618 0.1805 2.3571 0.193
H 2.916779 1.019539 -1.079860 -0.4480 -0.4323 2.4149 0.262
H 1.968779 1.627129 0.549380 0.2641 -2.8405 -2.1608 0.282
H 3.062957 -0.589383 1.026059 -2.7866 -0.6620 -2.5142 0.295
H 2.942703 -1.324060 -0.644429 -2.9700 2.3594 3.3642 0.305

---

# 5
19
Properties=species:S:1:pos:R:3:forces:R:3:mulliken_charge:R:1 method="wB97M-V/def2-TZVPD" e_tot_ev=-9828.6546 multiplicity=1 de_lowest_kcal_mol=121.1
C -0.059559 1.931500 -0.251558 -1.0770 -0.9536 0.7238 0.010
N 1.184851 1.726864 -0.057550 0.1921 -2.9449 0.2832 -0.406
C 1.915250 0.389134 0.132310 3.8175 -0.5019 -0.6359 -0.536
C 1.388663 -1.086370 -0.053213 -0.6328 -0.0138 -0.4659 -0.358
N 0.144799 -1.200944 -0.904038 -0.5851 -2.0747 5.2874 -0.417
C -1.036903 -1.338616 0.146744 -1.1129 -0.1497 -3.5504 -0.639
C -1.732795 0.050801 0.451674 1.8375 2.1337 -0.1855 -0.364
N -1.337250 1.169547 -0.559614 3.4980 -0.9241 0.7147 -0.451
H -0.320360 2.941038 0.064638 -0.1609 0.4188 -0.8990 0.309
H 2.919639 0.183094 -0.434861 -1.7727 2.0437 -0.3432 0.248
H 2.557029 0.457975 1.100320 -1.9994 0.1659 -0.7925 0.298
H 1.100001 -1.283523 1.074207 0.5681 -0.9006 -2.5996 0.184
H 2.213443 -1.905169 -0.594507 -1.9844 2.6409 2.1447 0.287
H -0.179257 -0.624852 -1.665141 0.7558 0.7611 0.2947 0.309
H -1.722794 -1.854461 -0.596425 0.0435 0.2366 1.5237 0.282
H -0.903332 -2.031972 1.080799 0.2686 1.5415 -2.0027 0.320
H -1.305975 0.531669 1.408767 -1.4433 -1.2983 -0.7302 0.256
H -2.833607 0.030045 0.293010 0.7522 -0.2814 0.9785 0.362
H -1.991849 1.914243 -0.635565 -0.9650 0.1010 0.2544 0.306

---

# 6
19
Properties=species:S:1:pos:R:3:forces:R:3:mulliken_charge:R:1 method="wB97M-V/def2-TZVPD" e_tot_ev=-9828.3371 multiplicity=1 de_lowest_kcal_mol=128.4
C -1.668424 -0.281136 1.785178 0.6114 1.8539 -2.9148 -1.144
C -0.310002 0.515914 1.549644 -3.0123 3.7613 2.8946 0.298
C 0.841537 -0.417134 1.730117 1.8734 2.5746 3.2659 -1.049
C 0.097993 0.591576 -0.666311 -2.6729 3.9346 0.6313 -0.235
C 0.644750 -0.080951 -3.020192 2.5355 4.6961 -0.1574 0.117
H -2.537657 0.435861 1.640823 0.9222 -0.9935 0.4057 0.305
H -1.640969 -0.706791 2.799423 -0.1525 -0.3264 -0.7434 0.348
H -1.645240 -0.945458 0.835668 -0.5807 0.1785 2.0170 0.277
H -0.296386 1.343595 2.420685 0.1625 -1.7937 -1.9014 0.367
H 0.538174 -1.482250 1.464788 1.4136 1.3926 0.1410 0.310
H 1.568374 0.322938 1.221889 0.2249 -2.7018 0.3234 0.335
H 1.247087 -0.212121 3.064047 -1.3597 -1.3802 -4.1635 0.260
H 0.223498 -0.391188 -0.677999 0.6177 -4.7628 2.2970 0.513
H 0.329203 1.725052 -2.072649 0.3215 3.1665 -1.7326 0.238
H 1.422398 0.485852 -3.803444 -2.1437 -1.6612 1.8390 0.225
H 0.995500 -1.922047 -3.630466 -2.9533 2.4977 2.6052 0.271
N -0.307293 1.479899 0.257366 1.6733 -5.6235 -1.1292 -0.671
N 0.192836 0.782111 -2.011578 0.0270 1.5573 -0.4787 -0.205
N 0.304620 -1.243722 -2.886989 2.4923 -6.3700 -3.1991 -0.559